Density functional theory data (wB97M-V/def2-TZVPD) for a 2-piece molecular cluster, C5H7NOS overall in a non-equilibrium geometry.

Properties
Energy relative to the best compared isomer or geometry (same formula, charge and spin) in kcal per mole: 98.3

ORCA input file:
```
! RIJCOSX wB97M-V def2-TZVPD def2/J DEFGRID3
* xyz 0 1
C -2.69298 0.90506 0.56646
C -1.60554 1.11210 -0.28128
C 1.72190 0.54019 -0.58028
C 0.83831 -0.62673 -0.35573
C -0.19612 -0.31914 0.64053
N -3.57889 0.56885 1.21227
O -1.29361 1.71842 -1.22459
S -0.95436 -1.81010 1.33715
H 2.83763 0.17874 -0.60064
H 1.77568 1.33570 0.17608
H 1.48542 1.11895 -1.55475
H 0.29425 -0.94513 -1.28386
H 1.46454 -1.55625 0.02033
H 0.01134 0.35625 1.46064
H -0.10757 -2.57691 0.46766
*
```

Now the Mulliken charges, all in e: 0.0800 0.6499 -1.1496 -0.4781 -0.3074 -0.3194 -0.3746 -0.2223 0.2934 0.3253 0.2335 0.3256 0.3376 0.4570 0.1491



Density functional theory data (wB97M-V/def2-TZVPD) for an isolated ion of composition C4H9O2 and charge -1 in a non-equilibrium geometry.

Properties
SMILES: C[C@H]([O-])CCO
Energy relative to the best compared isomer or geometry (same formula, charge and spin) in kcal per mole: 45.1

ORCA input file:
```
! RIJCOSX wB97M-V def2-TZVPD def2/J DEFGRID3
* xyz -1 1
C 1.65493 0.90936 0.03740
O 2.14425 -0.02150 -0.86452
C 0.13908 0.74874 0.37539
C -0.44667 -0.50202 -0.37459
C -1.91203 -0.78169 0.13115
O 0.29729 -1.67046 -0.23535
H 1.92668 1.90868 -0.35558
H 2.25623 0.80816 0.96516
H -0.02286 0.59600 1.45584
H -0.39179 1.64957 0.04962
H -0.49538 -0.19558 -1.44390
H -2.10525 -0.13464 0.99447
H -1.89054 -1.80466 0.51356
H -2.62244 -0.60435 -0.66768
H 1.46851 -0.90559 -0.58099
*
```

Now the Mulliken charges, all in e: -0.3444 -0.6840 -0.8019 0.5135 -1.1859 -0.8772 0.2580 0.1441 0.3560 0.2372 0.1249 0.2933 0.3017 0.2729 0.3916



Density functional theory data (wB97M-V/def2-TZVPD) for the molecule C4H6N2O.

Properties
SMILES: Nc1ccc(O)[nH]1
Energy relative to the best compared isomer or geometry (same formula, charge and spin) in kcal per mole: 24.8

ORCA input file:
```
! RIJCOSX wB97M-V def2-TZVPD def2/J DEFGRID3
* xyz 0 1
N -2.29136 -0.01655 0.19381
C -0.88951 0.17241 0.19244
C -0.13159 1.31020 0.29873
C 1.25130 0.93353 0.21151
C 1.27944 -0.42052 0.06129
O 2.30123 -1.30237 -0.15772
N -0.02138 -0.88648 0.05164
H -2.72639 0.52933 -0.54251
H -2.52992 -0.98248 0.01683
H -0.51633 2.31294 0.40626
H 2.11479 1.58804 0.20873
H 2.42944 -1.32625 -1.11586
H -0.24945 -1.86511 0.12269
*
```

Now the Mulliken charges, all in e: -0.5573 0.0847 -0.4605 -0.4788 0.1036 -0.5422 -0.0460 0.2513 0.2504 0.3993 0.4328 0.3373 0.2254



Density functional theory data (wB97M-V/def2-TZVPD) for a 2-piece molecular cluster, C7H20O2P overall in a non-equilibrium geometry.

ORCA input file:
```
! RIJCOSX wB97M-V def2-TZVPD def2/J DEFGRID3
* xyz 1 1
C 1.15171 1.89104 0.65508
C 1.57779 0.39043 1.18048
C 1.41265 -0.79907 0.05959
C 2.59435 -0.84366 -1.07896
O 2.54537 0.41347 -1.84076
P 3.35294 0.29467 -3.37846
H 2.12860 2.48550 0.31201
H 0.64817 2.52940 1.49722
H 0.49324 1.80623 -0.33285
H 0.81260 0.12239 2.05600
H 2.64749 0.37916 1.70960
H 0.34873 -0.70359 -0.44120
H 1.38236 -1.82320 0.67260
H 2.36063 -1.74267 -1.79942
H 3.62360 -1.07224 -0.56463
H 4.66888 -0.33450 -3.24925
H 3.54522 1.67269 -3.85116
H 2.51067 -0.34273 -4.36593
C -3.40475 0.87085 1.43435
C -2.58816 -0.37119 1.11508
C -3.32930 -1.29100 0.15798
O -2.30613 -1.07418 2.32246
H -4.35117 0.60403 1.91799
H -2.86424 1.51752 2.13373
H -3.62494 1.44239 0.52731
H -1.62878 -0.07790 0.67503
H -4.27304 -1.63452 0.59633
H -2.73500 -2.18645 -0.05312
H -3.54719 -0.78428 -0.78734
H -3.15231 -1.33859 2.72023
*
```

Now the Mulliken charges, all in e: -0.8480 -0.4795 -0.4897 -0.4889 -0.1945 0.1450 0.2512 0.2983 0.2062 0.3200 0.3359 0.1733 0.3289 0.4162 0.3704 0.2359 0.2270 0.2279 -1.3621 1.0771 -1.3453 -0.5477 0.3532 0.3448 0.3544 -0.3490 0.3802 0.3450 0.3519 0.3621



| no. | lowest unoccupied orbital energy (eV) | frontier orbital gap (eV) |
| --- | --- | --- |
| 1 | -0.63 | 7.827 |
| 2 | 4.54 | 7.943 |
| 3 | 0.73 | 8.146 |
| 4 | -4.88 | 7.347 |